Record 1
# C16H9BrI2NNbO3

A molecular structure, C16H9BrI2NNbO3 at a distorted geometry (ωB97M-V/def2-TZVPD, OMol25).

Geometry as XYZ:
```
33
Properties=species:S:1:pos:R:3:nbo_charge:R:1
Nb 0.000 0.000 0.000 2.231
I 4.516 -1.791 -2.056 0.337
C 3.791 -0.057 -0.974 -0.130
C 4.779 0.886 -0.729 -0.248
C 4.457 2.045 -0.047 -0.114
I 6.119 3.363 0.225 0.310
C 3.145 2.306 0.416 -0.045
C 2.864 3.515 1.115 -0.003
C 1.606 3.835 1.595 -0.247
C 0.620 2.927 1.368 0.139
N 0.835 1.777 0.716 -0.582
C 2.087 1.366 0.191 0.017
C 2.429 0.077 -0.565 0.190
O 1.616 -0.899 -0.870 -0.576
H 5.791 0.707 -1.075 0.280
H 3.639 4.249 1.304 0.275
H 1.415 4.759 2.123 0.287
H -0.399 3.083 1.703 0.266
Br -4.768 -2.067 3.124 0.144
C -3.081 -2.698 3.735 -0.022
C -3.122 -3.766 4.649 -0.223
C -1.946 -4.357 5.111 -0.132
C -0.719 -3.892 4.656 -0.210
C -0.674 -2.828 3.754 -0.156
C -1.850 -2.201 3.286 -0.223
C -1.692 -1.035 2.341 0.753
O -2.464 -0.038 2.487 -0.525
O -0.741 -1.117 1.499 -0.672
H -4.077 -4.148 4.998 0.254
H -1.991 -5.181 5.815 0.246
H 0.206 -4.347 4.996 0.240
H 0.289 -2.463 3.397 0.207
H -1.314 0.328 -1.220 -0.068
```

For the lowest unoccupied orbital energy (alpha / beta), the calculation gives -10.70 / -10.69 eV. As for the charge: +2. The value obtained for the HOMO energy (alpha / beta) is -13.81 / -13.81 eV. The spin multiplicity is 1. The value obtained for the total energy is -112144.364 eV. The gap between HOMO and LUMO (alpha / beta) comes out at 3.11 / 3.11 eV.


Record 2
# C16H9Cl37N3O4

A molecular structure, C16H9Cl37N3O4 at a distorted geometry (ωB97M-V/def2-TZVPD, OMol25).

Geometry as XYZ:
```
69
Properties=species:S:1:pos:R:3:nbo_charge:R:1
O -0.248 -1.824 0.142 -0.233
N 0.851 -1.467 -0.008 0.369
O 1.136 -1.352 -1.365 -0.380
C 1.863 -0.083 -1.445 -0.141
C 0.950 0.974 -0.751 0.120
C -0.295 1.218 -1.399 -0.060
N -0.857 2.180 -0.539 -0.318
C -2.196 2.702 -0.888 -0.228
C -3.290 1.560 -0.902 -0.534
C -3.675 1.153 0.558 0.794
O -4.791 0.838 0.792 -0.502
O -2.748 1.116 1.600 -0.762
C -0.062 2.457 0.502 0.419
Cl -0.494 3.582 1.773 0.154
N 1.095 1.719 0.414 -0.500
H 2.843 -0.249 -0.933 0.234
H 2.037 0.185 -2.515 0.254
H -0.681 0.741 -2.323 0.264
H -2.153 3.173 -1.905 0.244
H -2.480 3.512 -0.174 0.251
H -4.232 1.896 -1.399 0.285
H -2.954 0.631 -1.425 0.245
H -2.424 0.206 1.717 0.509
H 1.894 1.673 1.044 0.482
C 4.440 -1.743 2.408 -0.224
Cl 3.835 -1.601 4.063 0.075
Cl 3.081 -1.550 1.277 0.022
Cl 5.646 -0.478 2.112 0.052
Cl 5.179 -3.333 2.176 0.079
C -5.253 -2.915 0.683 -0.214
Cl -5.802 -3.515 -0.889 0.068
Cl -6.479 -1.835 1.365 0.073
Cl -4.986 -4.278 1.778 0.074
Cl -3.725 -2.026 0.474 0.003
C 0.534 1.354 4.826 -0.224
Cl 1.721 0.052 4.641 0.054
Cl 1.274 2.887 4.319 0.033
Cl -0.883 1.017 3.812 0.031
Cl 0.032 1.472 6.519 0.075
C 3.435 5.751 2.342 -0.218
Cl 3.186 4.280 1.372 0.004
Cl 2.114 5.927 3.513 0.061
Cl 4.973 5.630 3.203 0.084
Cl 3.464 7.158 1.271 0.080
C -7.765 2.604 -1.057 -0.220
Cl -8.382 2.008 -2.607 0.062
Cl -8.986 3.633 -0.293 0.069
Cl -7.398 1.235 0.001 0.081
Cl -6.290 3.557 -1.337 0.016
C -1.020 -5.080 2.966 -0.222
Cl -2.113 -6.163 2.092 0.062
Cl 0.381 -5.993 3.552 0.061
Cl -0.483 -3.793 1.872 0.039
Cl -1.875 -4.361 4.341 0.056
C 6.623 -5.860 4.770 -0.221
Cl 7.601 -4.462 5.248 0.058
Cl 6.677 -6.042 3.006 0.050
Cl 7.267 -7.321 5.533 0.071
Cl 4.946 -5.611 5.285 0.051
C -0.471 0.097 -6.008 -0.214
Cl 0.720 -1.180 -6.277 0.082
Cl 0.197 1.651 -6.527 0.073
Cl -1.935 -0.255 -6.932 0.085
Cl -0.872 0.175 -4.271 0.000
C 3.661 0.473 -9.040 -0.221
Cl 2.574 -0.832 -9.549 0.057
Cl 2.874 2.037 -9.313 0.055
Cl 4.035 0.294 -7.313 0.039
Cl 5.158 0.393 -9.978 0.071
```

For the lowest unoccupied orbital energy, the calculation gives -3.50 eV. As for the charge: +1. The value obtained for the HOMO energy is -12.76 eV. The spin multiplicity is 1. The value obtained for the total energy is -492714.248 eV. The gap between HOMO and LUMO comes out at 9.26 eV.


Record 3
# C16H9ClNO6

A gas-phase ion, C16H9ClNO6 (charge -1) at a distorted geometry (ωB97M-V/def2-TZVPD, OMol25).

Geometry as XYZ:
```
33
Properties=species:S:1:pos:R:3:nbo_charge:R:1
O 5.509 -1.874 0.688 -0.761
C 5.887 -2.811 -0.046 0.741
O 6.954 -3.470 0.103 -0.770
C 5.047 -3.276 -1.273 -0.341
N 3.763 -2.558 -1.408 -0.444
C 3.669 -1.291 -1.948 0.898
O 4.471 -0.882 -2.828 -0.602
O 2.533 -0.642 -1.557 -0.469
C 1.880 -1.446 -0.631 0.232
C 0.698 -1.189 0.017 -0.251
C -0.179 0.004 -0.059 0.256
C 0.049 1.156 -0.786 -0.276
C -1.059 2.023 -0.589 -0.279
C -1.935 1.364 0.269 0.235
C -3.220 1.867 0.767 0.020
C -3.633 3.180 0.510 -0.223
C -4.850 3.663 1.044 -0.193
C -5.701 2.804 1.748 -0.257
C -5.308 1.468 1.892 0.004
Cl -6.347 0.318 2.737 -0.021
C -4.085 1.014 1.434 -0.260
O -1.403 0.113 0.557 -0.407
C 2.666 -2.679 -0.582 0.621
O 2.424 -3.615 0.139 -0.557
H 4.810 -4.348 -1.150 0.229
H 5.625 -3.166 -2.186 0.238
H 0.376 -1.905 0.798 0.256
H 0.961 1.369 -1.372 0.249
H -1.133 3.037 -0.986 0.225
H -2.954 3.867 -0.037 0.218
H -5.122 4.710 0.946 0.218
H -6.630 3.214 2.170 0.229
H -3.768 -0.015 1.617 0.242
```

For the lowest unoccupied orbital energy, the calculation gives 1.50 eV. As for the charge: -1. As for the SMILES: O=C([O-])CN1C(=O)O/C(=C\c2ccc(-c3cccc(Cl)c3)o2)C1=O. The value obtained for the HOMO energy is -4.70 eV. The spin multiplicity is 1. The value obtained for the total energy is -43037.374 eV. The gap between HOMO and LUMO comes out at 6.20 eV.